(1)
{
  "formula": "CF3Mg2NO3S3",
  "method": "wB97M-V/def2-TZVPD",
  "elements": ["Mg", "N", "S", "O", "S", "O", "O", "C", "F", "F", "F", "Mg", "S"],
  "xyz": [[1.34289, -0.22455, 1.41089], [-0.71788, 1.31412, -0.58791], [-0.40257, 2.28371, 0.81750], [1.16378, 1.76122, 1.03046], [-1.21560, -0.18976, -0.23064], [-0.64776, -0.63520, 1.11224], [-0.73442, -1.38654, -1.48248], [-3.04332, -0.10228, 0.13926], [-3.30049, 0.72932, 1.13021], [-3.66480, 0.30034, -0.95562], [-3.45566, -1.31774, 0.46049], [1.48596, 1.39024, -0.96991], [2.11579, -1.22642, -1.05614]],
  "e_homo_ev": -7.11,
  "e_lumo_ev": -1.61,
  "orbital_gap_ev": 5.507,
  "relative_energy_ev": 3.5165
}

***

(2)
{
  "formula": "C5H8N",
  "method": "wB97M-V/def2-TZVPD",
  "elements": ["C", "C", "C", "C", "C", "N", "H", "H", "H", "H", "H", "H", "H", "H"],
  "xyz": [[-1.64744, 0.46518, -0.91606], [-1.39679, 1.28812, 0.33811], [0.31747, -0.13008, 0.98820], [-0.88638, -0.05910, 0.24432], [2.00129, -1.62773, -0.16589], [0.08902, 1.21453, 0.40215], [-2.63401, 0.04590, -1.05182], [-1.13632, 0.72179, -1.83626], [-1.97089, 1.90090, 0.99874], [0.39664, -0.20763, 2.05861], [1.90847, -1.22873, -1.15714], [1.48981, -2.53585, 0.07958], [2.83799, -1.32903, 0.43533], [0.63115, 1.48172, -0.41785]],
  "e_homo_ev": [-13.71, -13.71],
  "e_lumo_ev": [-4.81, -4.81],
  "orbital_gap_ev": [8.903, 8.902],
  "relative_energy_ev": 8.1910,
  "total_charge": 1
}

***

(3)
{
  "formula": "C14H26N6O6Tl",
  "method": "wB97M-V/def2-TZVPD",
  "elements": ["O", "H", "Tl", "N", "N", "N", "N", "O", "O", "O", "O", "C", "C", "C", "C", "C", "H", "H", "H", "C", "H", "H", "H", "C", "C", "H", "H", "H", "H", "H", "H", "H", "H", "C", "H", "H", "H", "O", "H", "H", "N", "C", "C", "C", "N", "C", "C", "H", "H", "H", "H", "H", "H"],
  "xyz": [[-3.40273, -0.10738, -3.79825], [-3.52144, -0.49660, -4.67111], [-0.03536, 0.13365, -0.05871], [-0.69317, -0.09285, 1.94908], [-1.82943, 1.23277, 0.03759], [1.85635, -0.90192, 0.05691], [0.69008, 0.04359, -2.05498], [0.07172, -0.65866, 2.81623], [2.44692, -1.18856, 1.27921], [0.01621, 0.67711, -3.12243], [-2.28291, 1.87309, -0.97569], [-2.39418, 1.38746, 1.30351], [-1.77410, 0.69514, 2.33753], [2.65686, -0.72284, -1.02313], [2.03759, -0.15886, -2.16018], [-2.05990, 0.76291, 3.77105], [-1.20621, 1.11729, 4.35020], [-2.31729, -0.21944, 4.16699], [-2.89129, 1.43723, 3.95566], [-3.51635, 2.31946, 1.36832], [-4.29388, 2.00917, 0.66848], [-3.21656, 3.32428, 1.06174], [-3.94428, 2.37477, 2.36391], [4.07981, -1.09042, -0.97422], [2.74718, 0.20324, -3.39480], [4.26414, -1.81452, -0.18150], [4.75009, -0.23945, -0.81529], [4.37999, -1.53500, -1.92594], [2.20879, 0.99716, -3.91174], [2.81628, -0.66134, -4.06250], [3.77326, 0.54002, -3.21593], [1.72667, -1.10838, 1.97622], [-0.79638, 1.09525, -2.75674], [-2.98205, -1.13511, -2.88534], [-3.19931, -0.72077, -1.89208], [-1.89922, -1.31462, -2.96877], [-3.50544, -2.08560, -3.00152], [-0.60452, -2.33607, 0.15615], [0.32266, -2.62820, 0.13662], [-0.81236, -2.30016, 1.10431], [3.27392, 5.48896, 1.39252], [2.54071, 4.39544, 1.08535], [2.35359, 4.03103, -0.27072], [1.60305, 2.91035, -0.54937], [1.07657, 2.17555, 0.44104], [1.25574, 2.48361, 1.73120], [1.95763, 3.59996, 2.09959], [3.70912, 6.04810, 0.69087], [3.41435, 5.75538, 2.37984], [2.79735, 4.62643, -1.07468], [1.40307, 2.56225, -1.56843], [0.81592, 1.78506, 2.45641], [2.06501, 3.87572, 3.15462]],
  "e_homo_ev": [-9.78, -9.81],
  "e_lumo_ev": [-5.20, -5.20],
  "orbital_gap_ev": [4.579, 4.616],
  "relative_energy_ev": 0.0000,
  "total_charge": 1
}

***

(4)
{
  "formula": "C10H24ClI2LaO4P2",
  "method": "wB97M-V/def2-TZVPD",
  "elements": ["I", "I", "La", "P", "C", "C", "H", "H", "H", "C", "H", "H", "H", "H", "H", "H", "C", "O", "Cl", "C", "C", "O", "P", "O", "C", "C", "O", "C", "C", "H", "H", "H", "H", "H", "H", "H", "H", "H", "H", "H", "H", "H", "H", "H"],
  "xyz": [[-1.78214, -1.50743, -1.39417], [-1.78407, 1.75858, -1.32621], [1.17940, 0.23949, -1.07802], [0.25024, 0.25568, -4.06896], [-1.38176, 0.12143, -4.87838], [0.97489, 1.60817, -5.07153], [2.10852, -1.26955, -4.41783], [1.12933, -1.05600, -5.91363], [0.52731, -2.09648, -4.57121], [1.09203, -1.19178, -4.82501], [1.99509, 1.80757, -4.71407], [0.98727, 1.31259, -6.13247], [-1.22734, 0.09924, -5.96595], [-1.99139, 0.98518, -4.59913], [0.36133, 2.50918, -4.93245], [-1.88089, -0.79153, -4.54202], [-4.16850, -0.07203, -2.40588], [-5.06763, 0.53455, -2.73448], [3.53930, 0.59004, -2.09293], [-3.07173, -0.33089, 3.46883], [-2.06579, -0.07648, 2.36969], [-0.89698, -0.90369, 2.64060], [0.28122, -1.23932, 1.55811], [1.43354, -1.84304, 2.53700], [1.27835, -2.41974, 3.87859], [1.48423, -1.38451, 4.94829], [0.97928, 0.33083, 1.28096], [1.45881, 1.24113, 2.36274], [2.07343, 2.41565, 1.64926], [-3.31100, -1.39449, 3.56513], [-3.99813, 0.20539, 3.25207], [-2.69981, 0.03244, 4.43282], [-2.47726, -0.32480, 1.38147], [-1.73637, 0.97234, 2.35388], [0.29526, -2.89647, 3.97498], [2.05426, -3.18763, 3.94036], [0.68604, -0.63320, 4.93987], [1.45661, -1.88167, 5.92068], [2.45564, -0.88750, 4.84884], [0.57804, 1.52178, 2.95056], [2.17622, 0.67878, 2.97047], [1.33522, 2.94252, 1.03229], [2.45457, 3.12104, 2.38716], [2.91532, 2.10466, 1.01966]],
  "e_homo_ev": [-15.52, -15.50],
  "e_lumo_ev": [-10.14, -10.12],
  "orbital_gap_ev": [5.382, 5.380],
  "relative_energy_ev": 0.0000,
  "total_charge": 2
}

***

(5)
{
  "formula": "C6H9N",
  "method": "wB97M-V/def2-TZVPD",
  "elements": ["C", "C", "C", "C", "C", "C", "N", "H", "H", "H", "H", "H", "H", "H", "H", "H"],
  "xyz": [[-1.16805, 2.48691, -0.32594], [-0.78277, 1.53927, -0.91470], [-0.14405, 0.31074, -1.29991], [0.23851, -0.46457, -0.05788], [-0.90820, -1.05791, 0.73437], [1.50687, -0.04618, 0.63385], [1.43400, -1.24026, -0.21543], [-1.59076, 3.35966, 0.08158], [-0.82444, -0.24789, -1.92875], [0.74687, 0.55376, -1.87271], [-1.65173, -0.29971, 0.97400], [-0.58086, -1.50050, 1.67881], [-1.42217, -1.84916, 0.17837], [2.19718, 0.72867, 0.26697], [1.57326, -0.19912, 1.71148], [1.37633, -2.07368, 0.35588]],
  "smiles": "C#CC[C@]1(C)CN1",
  "e_homo_ev": -9.51,
  "e_lumo_ev": 1.02,
  "orbital_gap_ev": 10.531,
  "relative_energy_ev": 3.0334
}

***

(6)
{
  "formula": "C4H8N2O",
  "method": "wB97M-V/def2-TZVPD",
  "elements": ["C", "C", "C", "O", "C", "N", "N", "H", "H", "H", "H", "H", "H", "H", "H"],
  "xyz": [[1.49675, 1.10159, -0.67014], [1.30147, 0.18457, 0.25830], [0.33565, -0.97450, 0.15418], [-0.28749, -1.22003, 1.41003], [-0.73109, -0.73428, -0.89908], [-1.72640, 0.04517, -0.82886], [-2.03490, 0.72214, 0.27140], [0.95267, 1.09169, -1.59963], [2.21067, 1.89677, -0.53666], [1.85413, 0.22111, 1.19127], [0.91027, -1.86872, -0.14584], [0.38905, -1.45406, 2.05440], [-0.62694, -1.27304, -1.82759], [-1.38386, 0.76641, 1.04681], [-2.65997, 1.49519, 0.12140]],
  "smiles": "C=C[C@@H](O)/C=N\\N",
  "e_homo_ev": -8.59,
  "e_lumo_ev": 0.83,
  "orbital_gap_ev": 9.415,
  "relative_energy_ev": 3.2155
}

***

So what do the calculations give for electronic energy? Going down the list: -60215.4637, -6789.8975, -40843.9899, -67098.3285, -7855.1262, -9303.1777 eV.